No. 1
Density functional theory data (wB97M-V/def2-TZVPD) for a molecular structure, C26H48Cl3LuN6O3Si.

The orbital gap comes out at 8.41 eV. The energy above the lowest of the compared OMol25 structures with the same formula, charge and spin is 64.9 kcal per mole. Its net charge is 0.

CARTESIAN COORDINATES (ANGSTROEM)
C (2.18933, -1.44348, -6.15309)
C (1.37748, -0.46041, -5.34627)
H (2.72608, -0.92572, -6.97709)
H (1.49532, -2.15596, -6.64543)
H (2.91832, -1.99344, -5.52110)
C (0.46454, 0.32955, -5.95195)
C (0.19941, 0.19605, -7.39770)
H (0.00943, 1.19224, -5.47084)
H (-0.56864, -0.54289, -7.62951)
H (1.08256, -0.07658, -7.96938)
H (-0.17219, 1.13865, -7.78709)
Lu (-0.49515, -0.86514, 1.42022)
Cl (1.74889, -1.84098, 2.12901)
Cl (-1.62737, -3.14934, 1.69698)
C (0.21924, 1.98216, 1.98247)
O (-0.82506, 1.28136, 2.28238)
N (0.19610, 3.11122, 1.26679)
C (-1.06098, 3.78976, 0.95450)
C (1.44118, 3.83644, 1.06162)
H (1.20749, 1.62359, 2.33033)
H (-1.88300, 3.06296, 0.99653)
H (-1.03956, 4.24690, -0.04854)
H (-1.22277, 4.58810, 1.69839)
H (2.28390, 3.14798, 1.16459)
H (1.51517, 4.61011, 1.83568)
H (1.49387, 4.30630, 0.07299)
H (-2.87395, -2.18769, -3.44240)
H (-2.75163, 0.60764, -4.25763)
C (-3.58029, -1.66990, -2.78037)
C (-3.36426, 0.70747, -3.35743)
N (-3.07662, -0.35574, -2.40847)
H (-3.76088, -2.28322, -1.89742)
C (-2.37202, -0.12984, -1.29460)
O (-2.03627, -1.00338, -0.44862)
H (-3.15562, 1.66892, -2.89901)
H (-2.08844, 0.91883, -1.13348)
H (-4.51504, -1.55278, -3.34024)
H (-4.41009, 0.66287, -3.66560)
O (0.88164, -1.69086, -3.36387)
C (1.57546, -0.53675, -3.86673)
C (-0.15588, 1.24928, -3.16064)
C (1.16327, 0.79388, -3.19927)
H (-0.92152, 0.53319, -3.45523)
C (-0.41366, 2.58816, -2.88023)
H (2.66390, -0.69917, -3.72597)
C (2.21864, 1.62941, -2.79209)
H (-1.41892, 2.97484, -2.98315)
C (0.62886, 3.42338, -2.50334)
C (1.94945, 2.96460, -2.46269)
H (3.25283, 1.22727, -2.82583)
H (0.44066, 4.45537, -2.25192)
H (2.77292, 3.64281, -2.18385)
Si (1.23007, -3.24718, -3.12130)
Cl (0.78559, 0.56173, 0.06426)
C (-0.41910, -4.16628, -3.03358)
C (1.54135, -3.22807, -1.22152)
C (2.94638, -3.76272, -3.62192)
H (-1.24226, -3.43054, -3.01526)
H (-0.48449, -4.72546, -2.08353)
H (-0.64448, -4.88429, -3.83153)
H (3.25773, -4.05334, -4.62693)
H (3.13527, -4.61991, -2.96102)
H (3.67686, -2.99458, -3.31501)
H (2.26549, -2.48075, -0.88284)
H (1.91676, -4.21698, -0.92899)
H (0.65996, -3.04474, -0.60087)
C (0.16941, -0.04254, 4.68430)
N (-0.73861, -1.09858, 4.13829)
C (-2.08801, -0.88619, 4.79501)
N (-2.00233, -0.92261, 6.27038)
C (-1.06563, 0.13495, 6.70978)
N (0.28351, -0.07558, 6.14495)
C (0.77739, -1.40342, 6.55393)
N (-0.13382, -2.48204, 6.11090)
C (-0.24149, -2.43300, 4.64630)
C (-1.46547, -2.23492, 6.69298)
H (-0.24324, 0.93718, 4.41970)
H (1.15623, -0.18030, 4.22034)
H (-2.75917, -1.68758, 4.46013)
H (-2.47604, 0.09504, 4.48624)
H (-0.99569, 0.14897, 7.80604)
H (-1.44763, 1.09553, 6.34088)
H (1.75279, -1.54980, 6.07355)
H (0.87486, -1.43454, 7.64910)
H (-0.94288, -3.20606, 4.31355)
H (0.74963, -2.62394, 4.22042)
H (-1.40034, -2.26668, 7.78958)
H (-2.13844, -3.02602, 6.34200)

***

No. 2
Density functional theory data (wB97M-V/def2-TZVPD) for 2 unconnected molecules or ions with the total composition C5H6BrNO2.

The orbital gap comes out at 10.18 eV. The energy above the lowest of the compared OMol25 structures with the same formula, charge and spin is 72.9 kcal per mole. As for the SMILES: C=C(Br)[C@H]1CO1.C#[N+][O-]. Its net charge is 0.

CARTESIAN COORDINATES (ANGSTROEM)
C (-0.96651, 0.68081, 1.54535)
C (-1.46798, -0.09454, 0.60425)
Br (-3.04274, 0.43025, -0.34987)
C (-0.97476, -1.41676, 0.15644)
C (0.17643, -1.54311, -0.74976)
O (0.26513, -1.86524, 0.60594)
H (-0.09604, 0.38086, 2.10017)
H (-1.40743, 1.63053, 1.78882)
H (-1.75634, -2.17329, 0.08507)
H (0.22351, -2.37822, -1.44208)
H (0.70584, -0.64636, -1.05191)
C (2.10304, 1.60117, -1.42394)
N (2.01226, 1.84499, -0.29873)
O (1.80920, 2.01739, 0.84836)
H (2.41637, 1.53154, -2.41811)

***

No. 3
Density functional theory data (wB97M-V/def2-TZVPD) for a molecular structure, C22H45BBr6ClF7KN8NaO3P.

The orbital gap comes out at 3.87 eV. Its net charge is +1.

CARTESIAN COORDINATES (ANGSTROEM)
C (0.07876, 1.64693, -0.75366)
C (1.06467, 1.53954, -1.93522)
C (2.50421, 1.03350, -1.54042)
C (3.35450, 1.15304, -2.84556)
F (3.44836, 2.47199, -3.28109)
F (2.79706, 0.50229, -3.84208)
F (4.60426, 0.75785, -2.66046)
C (3.10932, 1.97922, -0.45785)
C (3.12875, 1.48406, 1.00471)
C (4.20630, 2.34133, 1.74559)
N (4.05196, 2.46192, 3.16626)
C (3.60842, 0.02554, 1.02753)
C (2.92400, -0.96262, 0.08142)
C (1.79950, -1.77752, 0.70605)
Br (0.34234, -0.78582, 1.60455)
C (1.23429, -2.62708, -0.43783)
C (-0.07735, -2.09563, -1.03887)
Br (0.78033, -4.36944, 0.23023)
P (4.24258, -2.33442, -0.36549)
N (5.76373, -1.49761, -0.75863)
O (4.59880, -3.07931, 1.09812)
N (2.38261, -0.40856, -1.20266)
H (-0.38008, 0.68232, -0.58053)
H (-0.72285, 2.33361, -1.03109)
H (0.53810, 2.02733, 0.15105)
H (1.09938, 2.53073, -2.39511)
H (0.69915, 0.87903, -2.72148)
H (2.51202, 2.91120, -0.47207)
H (4.13162, 2.25484, -0.73424)
H (2.19150, 1.62934, 1.52941)
H (4.23920, 3.33477, 1.28886)
H (5.18932, 1.88944, 1.56734)
H (3.27583, 3.04019, 3.46138)
H (3.97436, 1.55302, 3.60064)
H (3.49402, -0.38157, 2.03420)
H (4.68129, 0.07323, 0.83538)
H (2.22196, -2.37998, 1.50333)
H (1.92868, -2.64747, -1.39407)
H (-0.15532, -2.49476, -2.04935)
H (-0.08035, -0.99815, -1.16078)
H (-0.96946, -2.40863, -0.50718)
H (6.54717, -1.95976, -0.32717)
H (5.90894, -1.64445, -1.75454)
H (4.47157, -2.43601, 1.81236)
H (1.37800, -0.67310, -1.21872)
H (2.78342, -0.99521, -1.98464)
Cl (2.92386, -2.90852, -2.93885)
N (-2.23302, 1.23671, -3.30360)
H (-2.88479, 0.92913, -4.03232)
H (-2.68749, 1.93164, -2.68714)
H (-1.94885, 0.42226, -2.75212)
H (-1.42184, 1.67045, -3.74054)
N (-3.31384, 3.88673, -2.51335)
C (-3.61613, 4.57820, -1.40543)
C (-4.77049, 5.32226, -1.28878)
C (-5.65312, 5.35277, -2.37323)
C (-5.34649, 4.63995, -3.51554)
C (-4.16188, 3.91575, -3.53097)
H (-2.89701, 4.52999, -0.59272)
H (-4.98202, 5.86829, -0.37989)
H (-6.56748, 5.92892, -2.31496)
H (-5.99573, 4.63552, -4.37891)
H (-3.80223, 3.31021, -4.37368)
Br (-2.75228, 3.74049, -6.34457)
C (-2.54632, -2.36469, 2.69847)
C (-3.23108, -1.82552, 1.45786)
O (-2.57516, -1.26499, 0.57699)
N (-4.56060, -1.95751, 1.35265)
C (-5.47780, -2.58018, 2.28395)
H (-1.48839, -2.19268, 2.53316)
H (-2.90106, -1.83353, 3.58401)
H (-2.70195, -3.43515, 2.82934)
H (-4.93370, -1.58846, 0.49152)
H (-5.98252, -3.41508, 1.79701)
H (-6.23146, -1.85907, 2.60515)
H (-4.95133, -2.95049, 3.15736)
K (7.05763, -1.45221, 1.46583)
B (-3.06626, -3.72634, -1.56293)
F (-3.50028, -4.65975, -2.49420)
F (-2.42454, -2.64360, -2.22949)
F (-4.15815, -3.22207, -0.82609)
F (-2.14679, -4.33418, -0.66127)
Na (2.68773, 3.89886, -2.02785)
C (-0.31261, 2.72271, 4.56924)
O (0.87106, 2.70321, 4.88477)
N (-1.14206, 3.73840, 4.91860)
N (-0.86139, 1.71989, 3.82840)
H (-2.11362, 3.76969, 4.67232)
H (-0.75435, 4.48357, 5.46789)
H (-0.25692, 0.95397, 3.56716)
H (-1.81957, 1.70720, 3.53036)
C (0.57941, -8.32721, 2.10248)
Br (-0.06340, -8.91464, 3.81822)
Br (-0.77632, -7.39590, 1.11407)
Br (2.20110, -7.29631, 2.28261)
H (0.83856, -9.21213, 1.54015)

***

No. 4
Density functional theory data (wB97M-V/def2-TZVPD) for a molecular structure, C12H16F6N3O7PTa.

The orbital gap (alpha / beta) comes out at 4.54 / 4.94 eV. The energy above the lowest of the compared OMol25 structures with the same formula, charge and spin is 262.1 kcal per mole. Its net charge is +4. The multiplicity is 2.

CARTESIAN COORDINATES (ANGSTROEM)
Ta (0.16829, -0.67746, 0.25259)
O (1.83119, -1.17464, 4.94600)
C (1.23783, -0.63309, 3.94097)
O (1.17167, -1.08219, 2.78524)
C (0.60182, 0.65649, 4.23669)
C (0.56023, 1.32926, 5.47389)
C (-0.10043, 2.53789, 5.50689)
C (-0.69703, 3.06552, 4.38010)
C (-0.61182, 2.32010, 3.18876)
N (0.02577, 1.18304, 3.20128)
C (-1.11389, 2.62771, 1.83451)
O (-1.98720, 3.54158, 1.62058)
O (-0.65707, 1.95239, 0.90310)
H (2.25971, -2.03459, 4.78605)
H (1.04028, 0.89127, 6.33739)
H (-0.14746, 3.08559, 6.43878)
H (-1.19474, 4.02615, 4.41668)
H (-2.35838, 4.02909, 2.37375)
C (-1.56073, 1.20282, -4.95203)
C (-1.07668, 0.09784, -4.07659)
N (-0.59613, 0.12808, -2.89589)
O (-0.26817, 1.25140, -2.20456)
C (-1.24386, -1.32449, -4.70915)
C (-1.14162, -1.53363, -6.18069)
N (-1.48522, -2.15461, -3.82160)
O (-1.58306, -2.63927, -2.78022)
H (-1.68817, 2.11791, -4.37036)
H (-2.52776, 0.96302, -5.39757)
H (-0.86890, 1.40062, -5.77533)
H (-0.36293, 2.07277, -2.73146)
H (-1.83412, -0.88853, -6.72263)
H (-1.34560, -2.57106, -6.44161)
H (-0.12861, -1.29341, -6.51588)
F (1.01678, -1.31122, -1.21621)
P (2.56910, -2.97383, -0.47155)
F (3.49679, -2.07308, -1.32780)
F (1.12550, -3.24262, 0.26069)
F (2.59731, -1.74533, 0.64750)
F (3.47472, -3.93164, 0.23384)
F (2.04982, -3.72176, -1.70567)
C (3.03634, 1.73138, 0.06242)
O (2.23683, 0.65653, -0.52042)
H (3.40176, 2.39092, -0.72930)
H (3.90209, 1.32852, 0.58796)
H (2.40241, 2.29279, 0.74126)
H (2.78573, 0.18306, -1.16905)